# 1
{"formula": "C3H10N4", "method": "ωB97M-V/def2-TZVPD", "species": ["N", "H", "N", "C", "H", "N", "H", "H", "H", "H", "H", "C", "N", "H", "H", "C", "H"], "positions_angstrom": [[-1.615832, 0.981671, -1.340791], [2.473488, -1.785963, -0.663174], [-1.435538, -0.153910, 0.704137], [1.925131, -0.844311, -0.607675], [-1.444928, 1.844150, -1.847333], [-0.434722, 1.714006, 0.719729], [-2.172075, -2.029973, 1.029397], [2.399707, -0.138246, -1.307132], [-0.176332, 2.652132, 0.440241], [1.349782, 0.475659, 0.851971], [-2.464050, -1.208627, -0.654965], [-1.174350, 1.019556, -0.141115], [1.878577, -0.391776, 0.779632], [0.907865, -1.025691, -0.959295], [2.816186, -0.216962, 1.129481], [-2.036565, -1.202729, 0.345248], [-0.796344, 0.311013, 1.521644]], "forces_ev_per_a": [[-0.4045, 0.1175, 0.0469], [-0.0457, -0.0119, -0.0306], [1.0103, 0.1102, 0.5553], [0.0966, 0.1093, -0.0485], [0.1496, -0.0962, 0.0603], [-0.2819, 0.6170, -0.1801], [0.1414, -0.0088, 0.0203], [-0.1016, -0.0908, 0.0865], [0.0530, -0.0953, -0.2259], [0.1565, -0.0668, -0.0378], [0.1066, 0.0859, -0.0282], [0.5479, 0.4405, -0.1042], [0.0717, 0.0478, 0.1305], [0.0455, 0.0001, -0.0514], [-0.1858, -0.0246, -0.0456], [-0.1318, 0.2200, 0.4496], [-1.2277, -1.3539, -0.5970]], "lowdin_charge": [0.079, 0.063, 0.035, -0.204, 0.033, 0.020, 0.099, 0.067, 0.046, 0.003, 0.096, -0.650, -0.077, 0.048, 0.054, 0.105, 0.182], "homo_ev": -8.3, "e_lumo_ev": -0.240, "homo_lumo_gap_ev": 8.052, "e_above_lowest_ev": 2.5540}

# 2
{"formula": "C3H10N4", "method": "ωB97M-V/def2-TZVPD", "species": ["N", "H", "H", "N", "H", "N", "H", "H", "H", "N", "C", "H", "C", "H", "C", "H", "H"], "positions_angstrom": [[-0.413248, 0.083069, 0.210450], [-1.527463, 1.456961, -2.264382], [4.053820, -0.490367, 0.574646], [-2.325296, 1.249168, -2.761681], [-2.674539, 2.208261, -2.982244], [3.151305, -0.065432, 0.682219], [2.006531, -1.622999, 0.062454], [0.936893, 0.925965, 1.717087], [-0.696042, -1.735904, 2.905492], [-1.028841, -1.601756, 1.968583], [-0.502000, -0.668913, 1.159654], [3.278539, 0.859421, 1.105403], [0.808765, 0.111798, 1.055424], [-2.023461, 0.827094, -3.620127], [1.973728, -0.565634, 0.548939], [-1.992340, -1.618717, 2.072399], [-3.026351, 0.647983, -2.434315]], "forces_ev_per_a": [[-1.6375, 1.3763, -3.0044], [2.2610, -0.3527, 2.5198], [0.0660, -0.9264, -0.6557], [-0.9964, 2.3060, -3.0304], [-0.4552, -0.8599, -0.0803], [0.2589, 1.7164, 1.1138], [-0.6904, 1.9814, 0.7961], [0.3000, 0.9692, 0.4048], [1.2056, 0.1511, 0.1117], [0.9725, 0.7293, -0.5866], [1.8199, -1.6096, 3.3054], [-0.3730, -0.2223, -0.0827], [-0.1557, -1.7487, -0.0331], [0.3448, -0.1820, -1.0726], [0.8181, -2.2732, -0.6835], [-2.5159, -0.1686, -0.6458], [-1.2226, -0.8862, 1.6235]], "lowdin_charge": [0.177, 0.104, 0.155, 0.373, 0.197, 0.221, 0.204, 0.132, 0.137, 0.230, -0.316, 0.164, -0.164, 0.159, -0.016, 0.102, 0.142], "homo_ev": -17.4, "e_lumo_ev": -7.421, "homo_lumo_gap_ev": 9.992, "charge": 2, "e_above_lowest_ev": 1.5497}

Question: What is the formula in the second record?
Answer: C3H10N4